Below is a 2-piece molecular cluster, C3H10N3O overall, with properties calculated with ωB97M-V/def2-TZVPD.

Total charge: -1
Gap between HOMO and LUMO, eV: 6.9
Highest occupied orbital energy, Eh: -0.10907
Multiplicity: 1

Last column: Löwdin charge in e.
Cartesian coordinates (Å):
1 C 0.876672 -2.410170 -0.003682  -0.18
2 N -0.098248 -1.425277 -0.539338  -0.13
3 C 0.607326 -0.416539 -1.451870  -0.65
4 O 1.432904 -0.885710 -2.309958  -0.27
5 H 1.476358 -2.933241 -0.744898  0.06
6 H 0.402064 -3.085583 0.697252  0.04
7 H 1.576314 -1.980797 0.673899  0.04
8 H -0.707293 -1.952914 -1.171891  0.07
9 H 1.099497 0.284004 -0.662966  0.08
10 H -0.276951 0.203464 -1.819143  0.08
11 N -1.201208 1.240614 0.415058  0.07
12 C -0.897928 2.401564 1.031217  -0.45
13 N -1.165591 2.741888 2.226197  0.01
14 H -0.467981 0.868195 -0.157768  -0.01
15 H -1.492961 0.520873 1.073479  0.09
16 H -0.320427 3.144824 0.309524  0.14
17 H -0.842541 3.684812 2.434884  0.01

Atomic forces in eV per Å
-0.722 0.282 -0.094
0.439 -0.734 0.080
-0.278 0.678 1.289
0.488 -0.392 -0.981
-0.171 -0.139 -0.291
-0.639 -0.647 -0.283
0.788 1.223 0.297
0.185 0.132 0.184
-0.080 -0.271 -0.250
0.256 -0.344 -0.284
-0.678 -0.299 1.264
1.784 2.326 -1.545
-0.402 -0.160 0.468
0.196 -0.094 -0.562
-0.067 0.081 -0.248
-1.016 -1.428 1.218
-0.082 -0.218 -0.261